A single C4H6ClN molecule in a non-equilibrium geometry. Source: the OMol25 dataset; level of theory: ωB97M-V with the def2-TZVPD basis set.

The geometry in ORCA input format:
```
! wB97M-V def2-TZVPD RIJCOSX def2/J DEFGRID3
* xyz 0 1
C -0.933 1.080 0.027
C 0.331 0.911 0.788
C -0.512 -1.044 -0.583
C 0.848 -0.625 -0.040
N -1.372 0.116 -0.654
Cl 2.008 -0.228 -1.298
H -1.487 2.005 0.060
H 1.078 1.683 0.655
H 0.164 0.658 1.831
H -0.448 -1.504 -1.571
H -0.976 -1.760 0.105
H 1.299 -1.293 0.681
*
```

Values from the calculation:
Orbital gap: 10.856 eV
Calculated total energy: -18256.85028 eV
Relative energy (zero: lowest compared OMol25 entry of this formula, charge and spin): 13.6 kcal per mole
Lowest unoccupied orbital energy: 0.96 eV
Structure (SMILES): Cl[C@H]1CC=NC1


2 unconnected molecules or ions with the total composition C11H19B3FNO8 in a non-equilibrium geometry. Source: the OMol25 dataset; level of theory: ωB97M-V with the def2-TZVPD basis set.

The geometry in ORCA input format:
```
! wB97M-V def2-TZVPD RIJCOSX def2/J DEFGRID3
* xyz 0 1
C 0.425 -3.641 2.341
C 0.819 -2.392 1.346
O 0.463 -2.541 0.041
N 1.571 -1.139 1.738
B 0.663 0.060 1.939
O 1.038 1.483 1.778
B -0.011 2.063 0.876
F 0.304 2.620 -0.494
O -1.424 2.071 1.374
B -1.702 0.609 1.596
C -3.103 -0.029 0.930
C -3.068 -1.673 0.972
C -3.738 -2.370 -0.389
C -3.702 -2.263 2.377
O -0.750 -0.190 2.395
C 2.596 -0.930 0.645
C 3.938 -1.914 0.687
O 2.515 -0.072 -0.374
H -0.754 -3.697 2.472
H 0.960 -3.580 3.385
H 0.718 -4.643 1.763
H -3.280 0.388 -0.161
H -4.040 0.331 1.576
H -1.928 -2.027 0.965
H -2.844 -2.836 -1.026
H -4.429 -3.269 -0.086
H -4.289 -1.560 -1.053
H -3.050 -1.777 3.250
H -4.815 -1.953 2.574
H -3.531 -3.441 2.452
H 3.516 -3.006 0.450
H 4.731 -1.600 -0.118
H 4.349 -1.959 1.786
C 1.317 4.165 -4.102
C 2.169 4.187 -2.875
O 3.442 4.560 -3.368
C 3.232 5.226 -4.541
O 4.096 5.835 -5.151
O 1.932 5.124 -4.942
H 0.280 4.440 -3.894
H 1.334 3.192 -4.605
H 1.838 4.937 -2.149
H 2.215 3.212 -2.382
*
```

Values from the calculation:
Orbital gap: 10.037 eV
Calculated total energy: -34334.54864 eV
Lowest unoccupied orbital energy: -0.65 eV
Structure (SMILES): CC(=O)N(B1OB(F)OB(CC(C)C)O1)C(C)=O.O=C1OCCO1